Entry 1:
Here is 2 unconnected molecules or ions with the total composition C3H3IO in a non-equilibrium geometry from the OMol25 dataset. Energies are from the ωB97M-V functional and the def2-TZVPD basis.

```
8
Properties=species:S:1:pos:R:3:mulliken_charge:R:1
C -0.947 -0.630 0.876 -0.35
C 1.857 0.269 -0.947 0.02
C -0.863 0.676 0.705 -0.24
O 1.619 0.728 -1.998 -0.27
I -2.111 2.207 0.316 0.16
H -1.775 -1.332 0.959 0.27
H -0.075 -1.250 0.782 0.16
H 2.294 -0.669 -0.693 0.25
```

Properties
⟨S²⟩: 2.02
E_HOMO (spin up / spin down) (eV): -7.98 / -9.35
2S+1: 3
E_LUMO (spin up / spin down) (eV): 0.588 / -1.018
Relative energy (zero: lowest compared OMol25 entry of this formula, charge and spin) (eV): 0.3269
Net charge: 0
Maximum force (eV/Å): 2.0



Entry 2:
Here is a molecular structure, C24H41CsNO11P3S from the OMol25 dataset. Energies are from the ωB97M-V functional and the def2-TZVPD basis.

```
82
Properties=species:S:1:pos:R:3:mulliken_charge:R:1
Cs 0.399 0.368 1.191 1.41
O -2.148 -3.641 2.536 -0.59
P -1.171 -2.330 2.601 0.56
O -0.484 -2.344 3.942 -0.86
O -0.321 -2.365 1.366 -0.53
O -2.224 -1.136 2.556 -0.05
P -2.475 0.501 3.105 -0.19
O -0.977 -0.040 5.140 -0.51
O -2.255 1.351 1.869 -0.60
O -0.934 0.674 3.889 -0.19
H -2.628 -3.654 3.371 0.29
H -0.748 -0.960 4.821 0.50
O 3.122 0.130 0.474 -0.44
P 3.994 -0.938 1.062 -0.83
C 5.538 -0.988 0.105 0.24
C 6.546 -2.122 0.370 -0.18
C 7.921 -1.713 -0.153 -1.13
C 8.484 -0.527 0.641 -0.96
C 7.395 0.496 1.020 -0.14
C 6.198 0.411 0.083 -1.11
C 3.118 -2.528 0.972 0.72
C 2.730 -2.876 -0.475 -0.91
C 1.915 -4.168 -0.437 -0.63
C 2.798 -5.359 -0.026 -0.84
C 4.011 -4.912 0.800 -0.72
C 3.682 -3.748 1.737 -0.43
C 4.182 -0.576 2.855 0.81
C 4.205 0.943 3.095 -1.03
C 3.803 1.241 4.544 -0.76
C 4.366 0.192 5.521 -0.74
C 5.631 -0.435 4.947 -0.94
C 5.301 -1.247 3.683 -0.38
H 5.114 -1.147 -0.895 0.43
H 6.209 -3.036 -0.123 0.04
H 6.624 -2.365 1.432 0.18
H 7.822 -1.439 -1.207 0.36
H 8.615 -2.557 -0.113 0.49
H 9.262 -0.038 0.050 0.31
H 8.971 -0.903 1.547 0.36
H 7.791 1.511 0.974 0.55
H 7.071 0.327 2.052 -0.31
H 6.531 0.656 -0.927 0.59
H 5.466 1.185 0.316 0.45
H 2.162 -2.245 1.432 -0.06
H 3.616 -2.990 -1.113 0.33
H 2.144 -2.057 -0.893 0.41
H 1.440 -4.361 -1.401 0.47
H 1.108 -4.009 0.282 0.11
H 3.160 -5.886 -0.915 0.35
H 2.203 -6.080 0.541 0.35
H 4.813 -4.610 0.123 -0.02
H 4.406 -5.749 1.383 0.55
H 4.575 -3.494 2.311 0.14
H 2.931 -4.079 2.459 0.38
H 3.215 -0.939 3.235 0.63
H 3.545 1.457 2.399 0.45
H 5.211 1.316 2.887 0.21
H 2.714 1.267 4.628 0.21
H 4.164 2.236 4.817 0.45
H 3.624 -0.594 5.689 0.32
H 4.561 0.643 6.496 0.47
H 6.122 -1.081 5.679 0.58
H 6.346 0.357 4.702 0.28
H 4.977 -2.246 3.983 0.36
H 6.211 -1.366 3.097 -0.26
N 0.530 2.534 -1.361 -0.43
C 1.848 3.015 -1.466 1.05
C 2.788 2.311 -2.222 -0.59
C 4.110 2.709 -2.244 -0.45
C 4.532 3.813 -1.508 -0.38
C 3.604 4.511 -0.757 -0.48
C 2.268 4.119 -0.731 -0.54
S 6.259 4.290 -1.562 1.20
O 6.970 3.142 -0.995 -0.54
O 6.343 5.496 -0.750 -0.77
O 6.539 4.496 -2.978 -0.74
H -0.148 3.214 -1.050 0.22
H 0.209 2.055 -2.189 0.21
H 2.471 1.425 -2.763 0.12
H 4.844 2.165 -2.826 0.34
H 3.947 5.367 -0.189 0.48
H 1.549 4.660 -0.125 0.29
```

Properties
E_HOMO (eV): -2.73
E_LUMO (eV): 3.661
Relative energy (zero: lowest compared OMol25 entry of this formula, charge and spin) (eV): 4.7528
Net charge: -2
Maximum force (eV/Å): 0.5



Calculated values (eV) of E for the records, taken in order: -13302.1001, -88825.3487.